# 1
Molecular formula: C45H64AsIN4O2PSSi4TcTe
Method: DFT, ωB97M-V/def2-TZVPD

Cartesian coordinates (Å):
Tc -0.2743 0.2060 0.3383
N 7.6398 0.6722 -2.5664
C 6.5546 0.6313 -1.7355
C 6.4113 -0.4035 -0.8015
C 5.2945 -0.4724 0.0036
C 4.2963 0.4762 -0.1264
C 4.4201 1.5122 -1.0372
C 5.5390 1.5911 -1.8402
S 2.8986 0.4253 0.9625
O 2.3881 1.7858 1.0552
O 3.2415 -0.1682 2.2234
N 1.6476 -0.3975 0.3086
C 1.7664 -1.7143 0.2183
N 0.6139 -2.3995 0.0817
C 0.7051 -3.7137 0.1891
C 1.9095 -4.3714 0.3334
C 3.0433 -3.5675 0.3434
N 2.9828 -2.2593 0.2926
H 8.4391 0.1171 -2.3107
H 7.8445 1.5375 -3.0399
H 7.1924 -1.1428 -0.7130
H 5.1747 -1.2452 0.7442
H 3.6583 2.2793 -1.0810
H 5.6557 2.4026 -2.5440
H -0.2326 -4.2611 0.1672
H 1.9583 -5.4420 0.4206
H 4.0404 -3.9836 0.4061
I 0.4309 2.1238 -1.4286
C 0.8241 2.2775 -3.4713
C 1.2194 3.5396 -3.8205
C 1.5701 3.8399 -5.1394
C 1.4915 2.8649 -6.0901
C 1.0737 1.5576 -5.7598
C 1.0162 0.5755 -6.7655
C 0.6668 -0.7098 -6.4665
C 0.3522 -1.0440 -5.1521
C 0.3522 -0.1132 -4.1322
P -0.0144 -0.8562 -2.4651
C 1.4262 -1.9815 -2.6563
C 2.6708 -1.3560 -2.6409
C 3.8292 -2.0881 -2.8064
C 3.7525 -3.4593 -2.9855
C 2.5186 -4.0870 -3.0132
C 1.3567 -3.3550 -2.8502
C -1.4878 -1.8626 -2.9215
C -2.3640 -1.4707 -3.9346
C -3.5179 -2.1915 -4.1809
C -3.8357 -3.2955 -3.4096
C -3.0052 -3.6588 -2.3635
C -1.8502 -2.9382 -2.1136
C 0.7328 1.2259 -4.4068
H 1.2632 4.3172 -3.0683
H 1.9025 4.8363 -5.3885
H 1.7509 3.0681 -7.1183
H 1.2614 0.8674 -7.7769
H 0.6390 -1.4718 -7.2297
H 0.0971 -2.0734 -4.9343
H 2.7469 -0.2795 -2.5069
H 4.7870 -1.5879 -2.7968
H 4.6547 -4.0369 -3.1053
H 2.4531 -5.1563 -3.1602
H 0.3991 -3.8546 -2.8801
H -2.1412 -0.6010 -4.5391
H -4.1725 -1.8872 -4.9848
H -4.7328 -3.8628 -3.6125
H -3.2591 -4.5039 -1.7385
H -1.2224 -3.2056 -1.2802
C -0.7583 -0.9230 2.1356
H 0.1981 -1.2444 2.5713
H -1.2947 -1.8392 1.8531
H -1.3261 -0.4710 2.9605
C -3.7895 -0.2154 -1.0271
As -2.6052 0.7896 0.1149
C -3.7196 0.8017 1.7348
C -3.1058 2.5711 -0.5617
H -4.8252 0.1007 -0.8839
H -3.7189 -1.2847 -0.8309
H -3.5222 -0.0480 -2.0716
H -4.7217 1.1455 1.4612
H -3.3139 1.4446 2.5249
H -3.7874 -0.2241 2.1081
H -4.1852 2.6900 -0.4300
H -2.8886 2.6155 -1.6320
H -2.5983 3.4094 -0.0734
C 2.9618 4.3200 3.2115
Si 2.2925 3.2314 4.6236
C 3.2508 1.6017 4.8742
C 2.2818 4.1843 6.2885
Si -0.0956 2.7862 4.0892
Te -0.4684 2.3869 1.6897
Si -0.9171 1.2437 5.8021
C -0.9965 2.1435 7.4911
C 0.2046 -0.3068 6.0133
C -2.7155 0.6312 5.4505
Si -1.4432 4.8690 4.1313
C -1.5625 5.6336 5.8973
C -3.2518 4.4551 3.6180
C -0.6991 6.1685 2.9326
H 4.0023 4.5949 3.3482
H 2.3827 5.2308 3.1106
H 2.8743 3.7669 2.2822
H 4.3046 1.7782 5.0687
H 3.1916 0.9778 3.9869
H 2.8577 1.0308 5.7080
H 3.2728 4.5395 6.5490
H 1.9446 3.5515 7.0985
H 1.6226 5.0402 6.2477
H -0.0466 2.5975 7.7375
H -1.2593 1.4678 8.2978
H -1.7356 2.9326 7.4741
H 1.0385 -0.0995 6.6742
H 0.6175 -0.6256 5.0624
H -0.3358 -1.1482 6.4363
H -3.3513 1.4603 5.1623
H -3.1573 0.1721 6.3288
H -2.7492 -0.1058 4.6558
H -2.0480 4.9565 6.5889
H -2.1393 6.5529 5.8862
H -0.5879 5.8661 6.3076
H -3.7197 3.7903 4.3345
H -3.2473 3.9610 2.6498
H -3.8745 5.3397 3.5442
H 0.0068 6.8243 3.4262
H -1.4658 6.7929 2.4896
H -0.1828 5.6422 2.1339

Atoms 1-3, force components in eV/Å:
-0.7242 -1.6188 0.8102
0.2294 0.0122 -0.1415
-0.3197 -0.0579 0.0691

Results
largest force on an atom	2.67	eV Å⁻¹
Kohn-Sham gap (alpha / beta)	7.201 / 5.917	eV
energy	-6902.286946	a.u.
total charge	+1
spin multiplicity	4
⟨S²⟩	3.789
HOMO level (alpha / beta)	-9.89 / -10.10	eV

# 2
Molecular formula: C2BrClF5N
Method: DFT, ωB97M-V/def2-TZVPD

Cartesian coordinates (Å):
F -1.7481 -1.1708 0.2808
C -1.2562 -0.0420 -0.1695
F -2.0390 0.9218 0.1460
F -1.3520 -0.0836 -1.5330
C 0.1636 0.3435 0.2322
F 0.2768 0.3786 1.6043
F 0.1808 1.6260 -0.1838
N 1.4478 -0.4458 -0.4994
Cl 1.3239 -2.0320 0.1676
Br 3.0024 0.5045 -0.0453

Atoms 1-3, force components in eV/Å:
0.3331 -0.6642 0.6846
-0.3306 -1.4981 -2.8385
-1.5163 1.7010 1.6404

Results
ΔE to the lowest compared entry with this formula, charge and spin	0.0	kcal per mole
structure (SMILES)	FC(F)(F)C(F)(F)N(Cl)Br
largest force on an atom	4.17	eV Å⁻¹
Kohn-Sham gap	9.516	eV
energy	-3664.417720	a.u.
HOMO level	-10.38	eV

# 3
Molecular formula: C39H78B3ClI2N4O7
Method: DFT, ωB97M-V/def2-TZVPD

Cartesian coordinates (Å):
C 0.8771 -1.4257 6.3045
C 2.4744 -1.3659 5.8117
I 3.6217 -2.4068 7.3554
C 2.8322 0.2216 5.6201
I 1.9813 0.8034 3.6404
B 4.4350 0.5735 5.5243
O 5.0512 1.0277 4.2272
B 5.6090 2.3740 4.6007
O 6.6622 2.4886 5.6666
B 6.6944 1.1129 6.2473
Cl 8.2101 0.0516 6.4309
O 5.3967 0.5299 6.6784
H 0.8848 -1.0645 7.4423
H 0.4590 -2.5245 6.3288
H 0.1842 -0.7053 5.6913
H 2.5541 -2.0078 4.8149
H 2.3590 0.9277 6.4414
H 5.2680 3.3875 4.0691
C 2.7151 -3.6615 0.0776
C 1.7638 -3.7938 1.3048
C 1.4819 -5.2876 1.6467
C 0.4239 -5.9628 0.7875
C -0.8422 -5.1181 0.7317
C -0.5599 -3.6749 0.2418
N 0.5193 -2.9944 1.0425
O -0.0365 -2.6487 2.2875
C -0.1833 -3.7347 -1.2650
C -1.9003 -2.8711 0.2463
C 2.6337 -3.2418 2.4923
H 2.2311 -3.2922 -0.8250
H 3.5166 -2.9356 0.2613
H 3.1914 -4.6159 -0.1723
H 1.1505 -5.3641 2.6911
H 2.4105 -5.8711 1.5873
H 0.8148 -6.1533 -0.2167
H 0.1844 -6.9448 1.2119
H -1.5717 -5.6080 0.0748
H -1.3018 -5.0975 1.7289
H 0.0715 -2.7389 -1.6479
H -1.0246 -4.1051 -1.8643
H 0.6455 -4.4102 -1.4828
H -2.3805 -2.8539 1.2308
H -2.6295 -3.3183 -0.4408
H -1.7401 -1.8369 -0.0761
H 2.8317 -2.1701 2.3777
H 3.6020 -3.7555 2.5313
H 2.1594 -3.3989 3.4682
C -0.7456 -2.2775 -8.3008
C -0.8774 -1.7102 -6.8554
C -0.3495 -0.2467 -6.7691
C 1.1609 -0.1059 -6.6580
C 1.7037 -0.9984 -5.5497
C 1.2917 -2.4805 -5.7393
N -0.1963 -2.6497 -5.9014
O -0.7798 -2.4688 -4.6344
C 2.0550 -3.0469 -6.9691
C 1.8590 -3.3167 -4.5470
C -2.4330 -1.6148 -6.6496
H 0.0213 -3.0423 -8.4124
H -1.6654 -2.7790 -8.6258
H -0.5305 -1.4881 -9.0293
H -0.7878 0.2455 -5.8904
H -0.6956 0.3320 -7.6360
H 1.6355 -0.3360 -7.6169
H 1.4126 0.9379 -6.4369
H 2.7965 -0.9073 -5.5185
H 1.3432 -0.6249 -4.5818
H 1.7610 -4.0838 -7.1729
H 3.1378 -3.0479 -6.7912
H 1.9128 -2.4630 -7.8799
H 1.5216 -2.9475 -3.5723
H 2.9553 -3.2770 -4.5251
H 1.5725 -4.3701 -4.6335
H -2.8945 -2.6085 -6.6273
H -2.8960 -1.0525 -7.4696
H -2.7025 -1.0924 -5.7241
C -8.4375 -1.0785 1.9500
C -6.8925 -0.9346 2.0934
C -6.4753 0.5553 2.2787
C -6.4061 1.3749 0.9993
C -5.5781 0.6542 -0.0564
C -6.1055 -0.7764 -0.3354
N -6.2321 -1.5998 0.9195
O -4.9328 -1.9681 1.3128
C -7.4719 -0.6600 -1.0668
C -5.1835 -1.4534 -1.4005
C -6.5947 -1.6345 3.4692
H -8.7701 -1.3467 0.9485
H -8.8309 -1.8842 2.5817
H -8.9596 -0.1581 2.2338
H -5.4827 0.5982 2.7469
H -7.1560 1.0541 2.9816
H -7.4139 1.5895 0.6305
H -5.9481 2.3471 1.2157
H -5.5782 1.2475 -0.9792
H -4.5320 0.6152 0.2757
H -7.9094 -1.6497 -1.2457
H -7.3522 -0.1787 -2.0458
H -8.2037 -0.0509 -0.5336
H -4.1329 -1.4863 -1.0917
H -5.2054 -0.9007 -2.3481
H -5.5119 -2.4764 -1.6120
H -6.7947 -2.7109 3.4211
H -7.2285 -1.2147 4.2599
H -5.5575 -1.4943 3.7955
C 4.6575 7.2825 -0.1876
C 3.5416 7.5800 0.8588
C 4.1176 7.6269 2.3059
C 4.3358 6.2727 2.9630
C 3.0837 5.4130 2.8509
C 2.6145 5.2539 1.3822
N 2.4356 6.5781 0.6868
O 1.2540 7.1570 1.1840
C 3.6459 4.3649 0.6328
C 1.3121 4.3903 1.3610
C 3.1189 9.0558 0.5205
H 4.5996 6.2905 -0.6326
H 4.5984 7.9600 -1.0481
H 5.6586 7.3909 0.2438
H 3.4330 8.1949 2.9502
H 5.0650 8.1825 2.3181
H 5.2001 5.7695 2.5186
H 4.5801 6.4184 4.0218
H 3.2820 4.4304 3.2965
H 2.2863 5.8629 3.4576
H 3.3812 4.2607 -0.4265
H 3.6742 3.3541 1.0590
H 4.6708 4.7338 0.6973
H 0.5109 4.8169 1.9745
H 1.4997 3.3856 1.7604
H 0.9360 4.2702 0.3396
H 2.6364 9.1178 -0.4615
H 3.9969 9.7128 0.5004
H 2.4330 9.4769 1.2650

Atoms 1-3, force components in eV/Å:
0.4893 0.0224 1.2325
-2.7727 0.4594 -0.8857
-0.2736 0.4530 -0.6464

Results
ΔE to the lowest compared entry with this formula, charge and spin	92.7	kcal per mole
largest force on an atom	5.10	eV Å⁻¹
Kohn-Sham gap (alpha / beta)	8.824 / 8.958	eV
energy	-3408.506107	a.u.
spin multiplicity	5
⟨S²⟩	6.019
HOMO level (alpha / beta)	-8.90 / -9.33	eV

# 4
Molecular formula: C5H4N2
Method: DFT, ωB97M-V/def2-TZVPD

Cartesian coordinates (Å):
C 0.3880 0.7695 -1.9381
C 0.2716 0.9649 -0.6454
C 0.3612 1.8210 0.5199
C 0.1446 0.5341 0.7658
N -0.2820 -0.4405 1.5558
C -0.5313 -1.5862 1.1970
N -1.0471 -2.6753 1.1663
H 0.2110 -0.1964 -2.3812
H 0.6491 1.5794 -2.5996
H 0.5079 2.7929 0.9278
H -0.6730 -3.5633 1.4317

Atoms 1-3, force components in eV/Å:
-0.0942 -0.1528 -0.7234
0.4646 0.0859 2.1572
0.1468 -1.1833 0.1478

Results
ΔE to the lowest compared entry with this formula, charge and spin	87.5	kcal per mole
structure (SMILES)	C=C1C=C1N=C=N
largest force on an atom	3.75	eV Å⁻¹
Kohn-Sham gap	8.530	eV
energy	-302.288900	a.u.
HOMO level	-7.94	eV

- Which value of energy does entry 1 give?
  -6902.286946 a.u.

- Among the records above, which one has the lowest energy?
  C45H64AsIN4O2PSSi4TcTe

- What is the formula in the first record?
  C45H64AsIN4O2PSSi4TcTe

- Which of these has the highest largest force on an atom?
  C39H78B3ClI2N4O7